Computed, not measured: 2 unconnected molecules or ions with the total composition C2H5O2S in a non-equilibrium geometry, with wB97M-V/def2-TZVPD.

Output
HOMO energy (spin up / spin down) ... -0.61 / -4.50 eV
Max |F| ... 3.28 eV/Å
Molecular weight ... 93.1 g mol⁻¹
Energy ... -627.77786 Ha
Spin multiplicity ... 3
Net charge ... -1

Atoms and positions in Å:
C 0.38581 -1.08322 -0.55985
C 0.45781 -0.25805 0.71741
O -1.65530 2.30370 1.23541
O -0.73219 2.14725 -1.06537
S -1.42329 1.45274 0.04217
H 1.25778 -1.82900 -0.54760
H -0.61037 -1.45781 -1.02263
H 0.68380 -0.41932 -1.35119
H 1.50318 -0.01627 0.98948
H 0.13275 -0.84000 1.56217

Which charges does natural (NBO) predict for the atoms? In e, they are: -0.704 -0.312 -1.010 -1.016 1.139 0.190 0.213 0.222 0.142 0.137

Computed, not measured: a molecular structure, C9H24O2P2Y in a non-equilibrium geometry, with wB97M-V/def2-TZVPD.

Output
HOMO energy (spin up / spin down) ... -10.31 / -9.05 eV
Max |F| ... 3.20 eV/Å
Molecular weight ... 315.1 g mol⁻¹
Energy ... -1228.42269 Ha
Spin multiplicity ... 1
Net charge ... +1

Atoms and positions in Å:
Y 0.20005 -0.12684 -0.35875
H 0.10264 1.28243 1.35122
H 0.40588 0.61662 1.70047
P 0.01300 2.47164 -1.15048
P 0.59950 -2.60951 0.65734
C -0.64170 -3.87398 0.31743
H -0.23489 -4.87326 0.49387
H -1.54508 -3.71566 0.91686
H -0.94419 -3.82081 -0.73879
C 1.94987 -3.12108 -0.44901
H 2.81304 -2.46103 -0.30646
H 2.23507 -4.15191 -0.23083
H 1.61747 -3.03562 -1.48804
C 1.27593 -2.88255 2.31116
H 0.54640 -2.63609 3.09489
H 1.61056 -3.91423 2.45818
H 2.14440 -2.21580 2.46329
C 1.16465 2.43621 -2.56840
H 1.21243 3.42558 -3.02948
H 2.16377 2.13817 -2.22450
H 0.82261 1.69205 -3.29575
C -1.55045 3.05306 -1.85061
H -2.30344 3.15028 -1.05731
H -1.43867 4.01044 -2.36040
H -1.93523 2.30860 -2.56198
C 0.65251 3.81076 -0.09638
H 1.64496 3.52234 0.29744
H 0.74229 4.75813 -0.63599
H -0.00859 3.95083 0.77509
C -2.11263 -0.31302 -0.64615
O -3.26705 -0.32138 -0.64092
H 0.29429 -0.75438 -2.12109
C -1.48893 -0.28614 3.61386
C -1.83709 -1.12471 2.49910
O -2.64853 -1.71013 1.87218
H -0.42001 -0.47669 3.87302
H -2.12213 -0.53527 4.48571
H -1.64300 0.78031 3.31322

Which charges does natural (NBO) predict for the atoms? In e, they are: 1.174 0.034 -0.016 0.778 0.780 -0.942 0.242 0.264 0.265 -0.943 0.233 0.248 0.272 -0.943 0.240 0.250 0.243 -0.933 0.247 0.240 0.272 -0.941 0.253 0.245 0.261 -0.941 0.244 0.250 0.245 0.300 -0.445 -0.577 -0.778 0.533 -0.443 0.253 0.261 0.278

Computed, not measured: 8 unconnected molecules or ions with the total composition C29H58O13 in a non-equilibrium geometry, with wB97M-V/def2-TZVPD.

Output
HOMO energy ... -9.75 eV
Max |F| ... 15.85 eV/Å
Structure (SMILES) ... CCOC(C)=O.CCOC(C)=O.CCOC(C)=O.CCOC(C)=O.CCOC(C)=O.CC(C)=O.CC(C)=O.CC(C)=O
Molecular weight ... 614.8 g mol⁻¹
Energy ... -2117.52474 Ha
Spin multiplicity ... 1

Atoms and positions in Å:
C 35.66500 47.69000 26.25000
C 36.42400 48.25000 27.46300
O 36.66600 49.74100 27.31900
C 37.31200 50.34600 28.32100
C 37.59300 51.79900 27.96700
O 37.69600 49.79300 29.32600
H 36.30600 47.68600 25.55400
H 34.97200 48.39100 26.07300
H 35.35200 46.62200 26.38800
H 35.97200 48.05300 28.36300
H 37.26000 47.91000 27.53100
H 36.98100 52.31900 27.16100
H 38.52200 51.85600 27.47100
H 37.74800 52.49200 28.79000
C 37.02800 52.90100 24.48700
C 35.99100 51.88400 24.72400
O 34.89000 51.94100 23.66800
C 33.88700 50.99000 23.78700
C 32.78700 51.26900 22.74800
O 33.71100 50.24000 24.63800
H 38.00100 52.95200 25.18300
H 36.68700 53.87100 24.60600
H 37.43500 52.92400 23.46000
H 36.30100 50.84900 24.69400
H 35.49100 52.18700 25.67300
H 32.82300 52.29100 22.50300
H 31.85100 51.05400 23.22800
H 33.10000 50.93100 21.78100
C 39.63800 46.03500 20.63600
C 39.38000 47.31000 19.94100
O 39.40500 48.53500 20.77800
C 39.34200 49.79800 20.10500
C 39.40800 50.89500 21.13400
O 39.20300 49.90000 18.93900
H 38.75100 45.94900 21.22500
H 40.65100 46.12800 21.32100
H 40.00100 45.41700 20.00200
H 40.16400 47.35700 19.21700
H 38.36400 47.49900 19.46500
H 38.61700 50.67900 21.77500
H 39.17000 51.72000 20.41100
H 40.40300 50.75800 21.64200
C 42.34900 44.30500 25.66800
C 41.00300 44.89500 25.27700
O 39.94800 44.18000 25.96200
C 38.69300 44.61400 25.87800
C 37.76800 43.72300 26.71700
O 38.33300 45.55700 25.23000
H 42.42300 44.48100 26.83300
H 43.22100 44.78000 25.12800
H 42.37900 43.26700 25.50000
H 41.27300 45.97800 25.30400
H 40.80300 44.81500 24.19000
H 37.43200 44.28600 27.61700
H 38.18300 43.01500 26.97300
H 36.90000 43.48300 26.08000
C 39.08400 49.33700 24.84200
C 40.20800 48.41000 24.23100
O 41.43800 48.48200 24.90000
C 42.47100 47.89000 24.30500
C 43.69400 47.89000 25.39900
O 42.55800 47.40500 23.18300
H 39.28900 50.42700 24.74600
H 39.06200 49.01300 25.83000
H 38.07000 49.12000 24.54500
H 39.63900 47.39200 24.21600
H 40.28700 48.87800 23.21500
H 43.95000 48.96000 25.47700
H 44.48700 47.27100 24.97200
H 43.46200 47.45800 26.28100
C 42.50700 51.88200 26.20600
C 41.95600 53.30100 25.93400
C 43.02900 54.37200 25.67300
O 40.68700 53.59000 25.83900
H 43.23200 51.53500 25.42400
H 41.65600 51.20800 26.26700
H 42.96600 51.84600 27.09800
H 43.44500 54.75000 26.69300
H 42.40100 55.17100 25.39100
H 43.78900 54.01000 25.06500
C 47.42600 52.89900 25.25000
C 47.08400 51.50800 24.74300
C 48.17800 50.51400 24.57100
O 45.76700 51.03400 24.68800
H 48.01600 53.38300 24.70900
H 47.76200 52.99200 26.17900
H 46.61100 53.65400 25.10700
H 47.76000 49.51600 24.70300
H 48.83600 50.44600 25.50400
H 48.62200 50.76300 23.51800
C 41.82800 49.05200 28.73300
C 41.98500 47.56700 28.85800
C 40.64200 46.78300 28.63700
O 43.06200 47.00800 29.11400
H 42.58800 49.47100 29.38400
H 41.06700 49.54900 29.12100
H 41.99000 49.44100 27.74700
H 39.76900 47.27500 28.96400
H 40.60900 45.71400 28.77300
H 40.56400 46.80500 27.56100

These are the Löwdin partial charges, in e, on atoms 1 to 99: 0.010 -0.100 0.002 -0.532 0.028 0.089 -0.019 0.029 0.119 0.104 0.005 0.076 0.051 0.088 -0.094 -0.189 -0.036 -0.553 0.027 0.155 0.117 0.045 0.080 0.099 0.124 0.057 0.086 0.080 -0.059 -0.230 -0.084 -0.521 0.024 0.127 0.078 0.149 -0.002 0.106 0.147 0.050 0.112 0.113 -0.063 -0.235 0.017 -0.512 0.076 0.102 0.121 0.096 0.046 0.093 0.131 0.120 -0.070 0.116 -0.042 -0.212 -0.026 -0.483 0.059 0.082 0.086 0.034 0.066 0.139 0.105 0.071 0.080 0.007 -0.013 -0.362 -0.017 -0.026 0.091 0.060 0.036 0.127 0.056 0.043 -0.004 -0.305 -0.053 -0.085 -0.003 0.050 0.110 0.071 0.113 0.135 -0.004 -0.413 0.010 0.040 0.096 0.029 0.063 0.057 0.076

Computed, not measured: a molecular structure, C42H44AsFeN6OS in a non-equilibrium geometry, with wB97M-V/def2-TZVPD.

Output
HOMO energy (spin up / spin down) ... -2.75 / -2.76 eV
Max |F| ... 1.48 eV/Å
Molecular weight ... 811.7 g mol⁻¹
Energy ... -5928.28775 Ha
Spin multiplicity ... 5
Net charge ... -1

Atoms and positions in Å:
Fe 0.74028 -1.25766 -0.83872
C 2.28874 -3.99168 -2.13566
C 1.41089 -4.86384 -1.26394
C -0.02502 -4.39990 -1.14308
C -0.95994 -5.30757 -0.72584
C -2.29676 -4.79293 -0.44281
C -2.63232 -3.52493 -0.69141
C -1.63278 -2.56448 -1.31431
N -0.24367 -3.10998 -1.44078
N 2.71009 -2.71420 -1.52936
C 3.37964 -1.94232 -2.55205
C 3.70393 -0.56924 -2.05766
C 4.79478 0.14493 -2.54312
C 5.01853 1.42197 -2.07329
C 4.14954 1.94812 -1.14225
C 3.08731 1.16464 -0.69903
N 2.87497 -0.07635 -1.14389
C 3.53082 -2.89689 -0.32981
C 2.73517 -2.91093 0.96823
C 3.34923 -3.22059 2.17126
C 2.57891 -3.23823 3.32104
C 1.22400 -2.98330 3.23853
C 0.68964 -2.68713 1.99613
N 1.43852 -2.63475 0.89060
H 1.74696 -3.74692 -3.05168
H 3.18974 -4.55348 -2.41557
H 1.84531 -4.95843 -0.26315
H 1.40864 -5.86707 -1.68621
H -0.68352 -6.33906 -0.54115
H -3.03107 -5.45233 0.01106
H -3.60483 -3.11745 -0.42166
H -1.97615 -2.25644 -2.31217
H 2.69087 -1.84251 -3.39634
H 4.28719 -2.43086 -2.92402
H 5.45101 -0.31130 -3.27267
H 5.86478 1.99916 -2.43372
H 4.27777 2.94577 -0.73757
H 2.39869 1.53160 0.06032
H 4.25868 -2.08951 -0.26048
H 4.10556 -3.82723 -0.39592
H 4.40995 -3.45422 2.19893
H 3.03750 -3.46054 4.27783
H 0.58678 -2.98727 4.11463
H -0.37314 -2.50180 1.85208
C -0.96359 3.90555 4.58326
C -0.12690 3.65816 3.35478
C 0.42195 4.70456 2.62277
C 1.09239 4.34463 1.47392
N 1.24368 3.08339 1.06105
C 0.72517 2.10053 1.85453
S 0.82298 0.41242 1.42614
N 0.02273 2.38842 2.98656
H -0.78788 4.89906 5.00581
H -0.75551 3.13791 5.32936
H -2.02420 3.81838 4.32442
H 0.32139 5.73796 2.92914
H 1.52506 5.11188 0.83523
C -1.48090 -1.28562 -0.54435
C -2.16418 -0.40713 0.07446
C -2.85957 0.55656 0.72189
C -3.19564 0.39664 2.17529
C -4.33759 0.97386 2.75258
C -4.65415 0.79380 4.09968
C -3.84547 0.01224 4.91832
C -2.72087 -0.58352 4.35503
C -2.40505 -0.39234 3.01617
C -3.33450 1.73100 -0.04992
C -3.43801 3.01531 0.52526
C -3.87646 4.12027 -0.20150
C -4.25078 3.99507 -1.53781
C -4.15223 2.73811 -2.12462
C -3.68710 1.63643 -1.40695
H -4.99917 1.56661 2.13076
H -5.54610 1.26034 4.50575
H -4.08561 -0.12889 5.96723
H -2.06510 -1.18968 4.97336
H -1.50119 -0.82050 2.60392
H -3.13374 3.14164 1.55998
H -3.92291 5.09167 0.28205
H -4.61992 4.84753 -2.09912
H -4.46050 2.60714 -3.15699
H -3.61027 0.66497 -1.88553
C 0.20205 2.48881 -1.59457
As 0.38016 1.34551 -3.10302
C -1.04522 1.71103 -4.32360
C 1.92333 1.81322 -4.11703
O 0.40521 -0.27831 -2.71851
H 0.93312 3.29593 -1.62524
H 0.35895 1.87703 -0.69920
H -0.81527 2.87959 -1.58882
H -0.77924 2.53624 -4.98545
H -1.93924 1.95586 -3.75885
H -1.20853 0.79903 -4.89729
H 2.02633 2.89554 -4.19161
H 1.77790 1.38261 -5.10390
H 2.80500 1.38070 -3.65612

Which charges does Löwdin predict for the atoms? In e, they are: 0.651 -0.190 -0.133 -0.383 -0.118 -0.148 -0.087 -0.354 -0.012 -0.183 -0.155 -0.294 -0.043 -0.088 -0.051 -0.148 0.088 -0.114 -0.260 -0.030 -0.068 -0.051 -0.144 0.058 0.121 0.113 0.106 0.110 0.066 0.081 0.093 0.120 0.130 0.126 0.111 0.106 0.107 0.002 0.123 0.128 0.111 0.103 0.106 0.105 -0.039 -0.356 -0.058 -0.159 0.008 -0.757 0.675 0.093 0.066 0.076 0.077 0.092 0.097 -0.121 -0.064 -0.179 -0.171 -0.059 -0.116 -0.133 -0.098 -0.045 -0.187 -0.053 -0.108 -0.134 -0.131 -0.054 0.101 0.086 0.083 0.090 0.054 0.104 0.091 0.084 0.090 0.110 -0.194 1.011 -0.195 -0.199 -0.518 0.040 -0.024 0.040 0.037 0.009 0.044 0.044 0.038 0.002